1.
C44H67ClN5O31 | ωB97M-V/def2-TZVPD

Summary:
**Charge**: +1
**HOMO energy**: -0.4110 Eh
**LUMO energy**: -2.09 eV
**Orbital gap**: 9.093 eV

CARTESIAN COORDINATES (ANGSTROEM)
N -1.864 4.814 -0.804
N -1.407 3.470 -0.714
C -1.171 2.868 0.428
N -0.737 1.559 0.432
C -0.583 1.309 1.734
C -0.067 -0.059 2.090
C -0.102 -0.969 0.869
O -1.081 -1.332 0.323
Cl 1.507 -1.473 0.302
N -0.904 2.338 2.506
N -1.282 3.344 1.670
H -1.373 5.225 -1.592
H -1.516 5.314 0.009
H -1.262 2.936 -1.554
H 0.976 0.056 2.403
H -0.661 -0.473 2.909
H -0.873 2.367 3.511
H -1.561 4.265 1.975
C 5.416 0.784 -1.443
C 4.361 1.803 -1.102
C 4.879 3.201 -0.880
O 3.883 3.749 0.005
C 3.350 2.718 0.694
O 2.621 2.833 1.634
O 3.748 1.534 0.180
H 4.987 -0.221 -1.431
H 5.829 0.974 -2.424
H 6.225 0.797 -0.712
H 3.568 1.790 -1.856
H 4.941 3.785 -1.795
H 5.844 3.223 -0.371
C -1.661 5.141 8.468
C -1.348 4.338 7.231
C 0.121 4.230 6.910
O 0.089 4.047 5.476
C -1.035 4.641 5.031
O -1.273 4.828 3.867
O -1.844 4.988 6.033
H -2.729 5.316 8.550
H -1.322 4.621 9.363
H -1.175 6.118 8.418
H -1.813 3.361 7.289
H 0.607 3.390 7.398
H 0.679 5.143 7.126
C 7.694 -4.382 -3.449
C 8.392 -3.067 -3.205
C 8.509 -2.674 -1.756
O 8.564 -1.237 -1.843
C 7.907 -0.878 -2.968
O 7.610 0.243 -3.245
O 7.624 -1.958 -3.730
H 7.501 -4.519 -4.514
H 8.305 -5.209 -3.092
H 6.727 -4.411 -2.944
H 9.358 -3.057 -3.698
H 9.398 -3.067 -1.278
H 7.628 -2.948 -1.168
C -1.574 -4.225 -0.777
C -1.786 -5.717 -0.728
C -1.740 -6.336 0.647
O -1.331 -7.678 0.359
C -0.607 -7.640 -0.793
O 0.030 -8.545 -1.218
O -0.714 -6.421 -1.383
H -1.469 -3.901 -1.812
H -2.415 -3.695 -0.329
H -0.660 -3.937 -0.257
H -2.713 -5.969 -1.244
H -2.703 -6.327 1.153
H -0.988 -5.878 1.295
C -3.716 9.534 -4.020
C -3.228 8.279 -3.343
C -2.790 8.457 -1.910
O -1.830 7.394 -1.762
C -1.316 7.149 -2.992
O -0.376 6.439 -3.180
O -2.009 7.793 -3.948
H -3.863 9.360 -5.085
H -4.660 9.862 -3.585
H -2.986 10.339 -3.924
H -3.977 7.487 -3.431
H -3.603 8.345 -1.198
H -2.280 9.406 -1.732
C 13.626 -6.499 -5.615
C 12.591 -5.452 -5.291
C 13.137 -4.065 -5.059
O 12.147 -3.499 -4.185
C 11.582 -4.522 -3.505
O 10.850 -4.386 -2.575
O 11.957 -5.713 -4.022
H 13.177 -7.492 -5.612
H 14.064 -6.315 -6.596
H 14.422 -6.504 -4.870
H 11.810 -5.444 -6.056
H 13.226 -3.480 -5.971
H 14.096 -4.066 -4.536
C -4.428 -1.530 8.720
C -3.483 -0.358 8.795
C -3.248 0.185 10.183
O -2.916 1.558 9.911
C -3.525 1.895 8.752
O -3.606 3.009 8.335
O -4.029 0.803 8.134
H -4.668 -1.762 7.683
H -3.984 -2.412 9.182
H -5.369 -1.305 9.223
H -2.537 -0.604 8.304
H -2.435 -0.312 10.706
H -4.144 0.166 10.806
C -4.984 1.915 -0.700
C -5.321 1.112 0.533
C -4.157 0.362 1.132
O -4.808 -0.729 1.791
C -5.969 -0.968 1.119
O -6.660 -1.915 1.289
O -6.217 0.030 0.231
H -5.889 2.297 -1.171
H -4.341 2.760 -0.447
H -4.475 1.299 -1.444
H -5.808 1.751 1.275
H -3.591 0.962 1.846
H -3.473 -0.048 0.384
C -4.800 -0.258 -4.330
C -4.138 1.084 -4.155
C -2.840 1.029 -3.392
O -2.776 2.339 -2.808
C -4.055 2.778 -2.668
O -4.368 3.744 -2.050
O -4.918 1.958 -3.312
H -5.803 -0.153 -4.743
H -4.214 -0.893 -4.995
H -4.900 -0.761 -3.368
H -4.011 1.584 -5.120
H -1.976 0.845 -4.027
H -2.858 0.293 -2.583
C -8.035 -6.090 -1.858
C -6.800 -5.689 -2.625
C -5.528 -6.369 -2.181
O -4.532 -5.403 -2.556
C -5.127 -4.185 -2.529
O -4.529 -3.159 -2.590
O -6.466 -4.304 -2.395
H -8.873 -5.448 -2.125
H -8.303 -7.124 -2.075
H -7.879 -5.984 -0.784
H -6.964 -5.820 -3.698
H -5.348 -7.319 -2.680
H -5.480 -6.515 -1.099

Atomic partial charges in e from the Löwdin method, atoms 1 to 4: number 1, N, carries 0.11; number 2, N, carries 0.06; number 3, C, carries -0.31; number 4, N, carries 0.22

***

2.
C44H70KN5OPS | ωB97M-V/def2-TZVPD

Summary:
**Multiplicity**: 2
**Relative energy (zero: lowest compared OMol25 entry of this formula, charge and spin)**: 27.1 kcal per mole
**Charge**: -2
**HOMO energy (spin up / spin down)**: -0.0283 / -0.0441 Eh
**LUMO energy (spin up / spin down)**: 3.92 / 3.91 eV
**Orbital gap (spin up / spin down)**: 4.685 / 5.114 eV

CARTESIAN COORDINATES (ANGSTROEM)
K -0.274 -0.013 0.317
C -1.956 -2.019 -1.869
C -2.649 -0.788 -2.002
C -2.058 -0.106 -3.117
C -1.002 -0.925 -3.579
C -0.919 -2.093 -2.808
C 0.078 -3.220 -2.979
C 1.356 -2.938 -2.171
C -0.512 -4.550 -2.494
C 0.459 -3.375 -4.458
C -2.411 1.190 -3.853
C -1.559 1.333 -5.128
C -2.126 2.444 -3.015
C -3.869 1.205 -4.351
C -3.894 -0.532 -1.144
C -3.832 -1.365 0.149
C -5.157 -0.993 -1.902
C -4.085 0.920 -0.683
H -2.184 -2.798 -1.153
H -0.325 -0.687 -4.387
H 1.118 -2.862 -1.108
H 1.806 -1.995 -2.494
H 2.097 -3.737 -2.303
H -0.679 -4.526 -1.415
H 0.175 -5.376 -2.711
H -1.466 -4.748 -2.988
H 0.978 -2.485 -4.819
H -0.435 -3.519 -5.068
H 1.124 -4.236 -4.597
H -0.498 1.405 -4.885
H -1.845 2.250 -5.656
H -1.706 0.485 -5.801
H -1.051 2.525 -2.842
H -2.605 2.420 -2.043
H -2.454 3.350 -3.541
H -4.083 0.281 -4.894
H -4.029 2.050 -5.030
H -4.587 1.297 -3.541
H -3.911 -2.433 -0.056
H -4.661 -1.091 0.812
H -2.894 -1.190 0.674
H -5.059 -2.049 -2.164
H -5.285 -0.432 -2.827
H -6.060 -0.865 -1.289
H -3.210 1.277 -0.135
H -4.953 0.986 -0.017
H -4.259 1.604 -1.509
O 3.069 -1.602 1.899
N 3.551 -2.444 1.049
C 4.778 -2.216 0.524
C 5.355 -3.020 -0.430
C 4.642 -4.127 -0.882
C 3.407 -4.384 -0.330
C 2.835 -3.576 0.671
S 1.345 -3.951 1.388
H 5.263 -1.332 0.909
H 6.339 -2.774 -0.807
H 5.046 -4.767 -1.657
H 2.816 -5.228 -0.652
C -2.691 -4.253 4.140
C -2.237 -4.155 2.692
N -1.538 -2.912 2.470
C -1.708 -1.773 3.205
N -1.058 -0.729 2.848
C -1.146 0.499 3.608
C -1.714 0.307 5.010
C -2.949 -0.577 4.898
N -2.555 -1.841 4.307
C -3.436 -2.973 4.487
H -1.814 -4.334 4.786
H -3.328 -5.126 4.294
H -3.115 -4.219 2.035
H -1.570 -4.978 2.435
H -0.659 -2.949 1.960
H -1.762 1.217 3.051
H -0.141 0.926 3.668
H -1.952 1.268 5.471
H -0.980 -0.208 5.635
H -3.722 -0.072 4.298
H -3.375 -0.785 5.884
H -4.343 -2.888 3.866
H -3.756 -2.987 5.533
C 3.114 2.245 3.429
C 3.757 2.371 2.040
C 4.778 1.243 1.904
C 4.424 3.742 1.936
P 2.287 2.093 0.834
C 1.392 3.650 1.007
C 1.502 4.827 0.293
C 0.708 5.942 0.560
C -0.110 5.934 1.719
C -0.243 4.807 2.467
C 0.217 3.508 1.935
C 3.006 2.000 -0.926
C 1.814 2.224 -1.867
C 4.145 2.952 -1.302
C 3.485 0.553 -1.134
H 3.881 2.341 4.206
H 2.636 1.268 3.535
H 2.372 3.030 3.589
H 5.477 1.271 2.749
H 5.366 1.330 0.989
H 4.265 0.278 1.922
H 5.037 3.924 2.827
H 3.672 4.530 1.876
H 5.075 3.816 1.065
H 2.248 4.926 -0.486
H 0.816 6.848 -0.023
H -0.587 6.859 2.033
H -0.847 4.809 3.369
H 0.398 2.777 2.719
H 1.357 3.202 -1.721
H 1.048 1.467 -1.690
H 2.132 2.134 -2.910
H 3.913 3.989 -1.068
H 4.332 2.884 -2.380
H 5.072 2.687 -0.791
H 2.731 -0.162 -0.795
H 4.405 0.343 -0.590
H 3.671 0.366 -2.197
N -1.697 3.501 0.268
C -0.933 2.848 0.985
H -1.654 4.530 0.236

Atomic partial charges in e from the Löwdin method, atoms 1 to 4: number 1, K, carries 0.56; number 2, C, carries -0.09; number 3, C, carries -0.19; number 4, C, carries -0.16

***

3.
C44H77N3O33S | ωB97M-V/def2-TZVPD

Summary:
**Relative energy (zero: lowest compared OMol25 entry of this formula, charge and spin)**: 0.0 kcal per mole
**HOMO energy**: -0.3355 Eh
**Structure (SMILES)**: C#C[C@H](O[C@H](CCCS)OC#N)[C@@H](O)Nc1cccnc1.COC(=O)OC.COC(=O)OC.COC(=O)OC.COC(=O)OC.COC(=O)OC.COC(=O)OC.COC(=O)OC.COC(=O)OC.COC(=O)OC.COC(=O)OC
**LUMO energy**: 0.25 eV
**Orbital gap**: 9.376 eV

CARTESIAN COORDINATES (ANGSTROEM)
C 4.577 3.577 -1.507
C 3.485 3.783 -1.059
C 2.131 4.033 -0.550
O 2.205 4.999 0.502
C 1.347 6.079 0.363
C 1.415 6.915 1.629
C 0.499 6.444 2.775
C -0.604 7.449 3.115
S -2.007 7.485 1.967
O -0.018 5.566 0.159
C -0.579 6.034 -0.906
N -1.052 6.463 -1.865
C 1.406 2.765 -0.024
O 0.231 2.498 -0.777
N 2.309 1.629 0.088
C 1.648 0.432 0.499
C 1.121 0.311 1.780
C 0.476 -0.880 2.081
C 0.403 -1.872 1.121
N 0.932 -1.810 -0.105
C 1.534 -0.645 -0.367
H 5.507 3.509 -2.023
H 1.548 4.411 -1.393
H 1.612 6.661 -0.525
H 2.451 6.843 1.962
H 1.254 7.964 1.377
H 1.114 6.366 3.675
H 0.096 5.449 2.591
H -0.973 7.275 4.126
H -0.172 8.450 3.103
H -2.304 6.180 1.872
H 1.057 2.994 0.981
H 0.497 2.282 -1.680
H 2.750 1.449 -0.811
H 1.203 1.101 2.515
H 0.034 -1.046 3.054
H -0.127 -2.789 1.365
H 1.975 -0.546 -1.359
C -2.654 -0.886 -0.055
O -3.876 -1.435 -0.555
C -3.907 -2.767 -0.552
O -3.020 -3.492 -0.183
O -5.089 -3.158 -1.026
C -5.262 -4.578 -1.079
H -2.753 0.195 -0.113
H -2.496 -1.183 0.980
H -1.810 -1.206 -0.663
H -5.190 -5.009 -0.082
H -4.525 -5.034 -1.736
H -6.259 -4.749 -1.477
C 8.606 4.129 0.216
O 7.989 4.818 -0.875
C 8.630 5.921 -1.263
O 9.642 6.355 -0.781
O 7.952 6.459 -2.277
C 8.529 7.660 -2.798
H 7.977 3.267 0.419
H 9.607 3.800 -0.055
H 8.650 4.767 1.096
H 9.530 7.469 -3.182
H 8.568 8.430 -2.030
H 7.879 7.979 -3.607
C 3.053 -4.037 0.160
O 3.646 -5.343 0.192
C 3.253 -6.090 1.218
O 2.481 -5.760 2.082
O 3.862 -7.275 1.133
C 3.521 -8.184 2.181
H 3.457 -3.541 -0.718
H 1.976 -4.107 0.069
H 3.322 -3.477 1.054
H 2.455 -8.401 2.171
H 3.806 -7.778 3.150
H 4.083 -9.093 1.984
C -9.565 -4.167 -2.282
O -9.407 -5.526 -1.860
C -10.273 -6.378 -2.417
O -11.131 -6.092 -3.208
O -10.013 -7.595 -1.945
C -10.854 -8.629 -2.464
H -8.805 -3.597 -1.756
H -9.414 -4.080 -3.356
H -10.554 -3.797 -2.017
H -10.743 -8.705 -3.544
H -11.895 -8.440 -2.208
H -10.519 -9.550 -1.997
C -2.334 3.114 4.316
O -2.589 3.014 5.719
C -1.998 3.959 6.447
O -1.303 4.845 6.016
O -2.297 3.755 7.726
C -1.719 4.702 8.631
H -2.858 2.286 3.848
H -2.711 4.054 3.919
H -1.266 3.027 4.115
H -2.075 5.707 8.409
H -0.632 4.672 8.582
H -2.049 4.408 9.623
C -6.872 -8.184 -0.838
O -5.568 -8.596 -1.254
C -5.558 -9.330 -2.368
O -6.527 -9.657 -3.003
O -4.294 -9.630 -2.656
C -4.126 -10.406 -3.846
H -6.739 -7.596 0.066
H -7.346 -7.568 -1.600
H -7.500 -9.046 -0.620
H -4.504 -9.865 -4.712
H -4.636 -11.364 -3.756
H -3.058 -10.569 -3.959
C 0.907 7.178 7.099
O 1.912 8.056 7.612
C 2.390 7.692 8.801
O 2.042 6.730 9.436
O 3.316 8.577 9.170
C 3.915 8.305 10.439
H 0.596 7.583 6.140
H 1.306 6.176 6.956
H 0.048 7.146 7.766
H 4.419 7.341 10.427
H 3.166 8.320 11.228
H 4.639 9.097 10.604
C 1.523 10.900 -2.081
O 2.602 11.755 -1.686
C 3.084 11.505 -0.471
O 2.694 10.648 0.279
O 4.073 12.363 -0.227
C 4.686 12.206 1.056
H 1.237 11.219 -3.078
H 1.847 9.861 -2.107
H 0.679 11.007 -1.403
H 5.128 11.216 1.151
H 3.959 12.363 1.850
H 5.462 12.963 1.112
C -0.202 -8.929 -7.622
O 0.370 -10.241 -7.654
C -0.043 -11.043 -6.676
O -0.829 -10.752 -5.812
O 0.563 -12.221 -6.815
C 0.208 -13.185 -5.820
H 0.218 -8.391 -8.467
H -1.284 -8.978 -7.726
H 0.057 -8.417 -6.697
H -0.859 -13.399 -5.857
H 0.480 -12.831 -4.828
H 0.771 -14.083 -6.058
C -0.150 -3.809 -3.508
O 1.154 -4.214 -3.939
C 1.172 -4.955 -5.043
O 0.212 -5.298 -5.684
O 2.442 -5.254 -5.322
C 2.607 -6.041 -6.502
H 0.004 -3.220 -2.607
H -0.633 -3.201 -4.271
H -0.767 -4.675 -3.276
H 2.239 -5.507 -7.376
H 2.089 -6.993 -6.403
H 3.674 -6.218 -6.607

Atomic partial charges in e from the Löwdin method, atoms 1 to 4: number 1, C, carries 0.16; number 2, C, carries -0.05; number 3, C, carries -0.24; number 4, O, carries -0.02